Entry 1:
84
Properties=species:S:1:pos:R:3:lowdin_spin:R:1 method="wB97M-V/def2-TZVPD" spin_multiplicity=3 largest_force_ha_per_bohr=0.12466 e_lumo_ev="-6.51 / -8.04" e_above_lowest_ev=2.132 homo_lumo_gap_ev="6.01 / 4.29" charge=+2
W 0.09565 -0.96472 1.22424 0.891
C -1.64177 -1.44363 2.38387 0.021
C -1.23940 -2.59672 1.59846 0.007
C 0.51927 -2.06649 3.04182 0.034
C -0.56433 -1.16429 3.29992 0.015
C 0.09543 -2.95956 2.00573 0.052
C -2.99469 -0.81096 2.46215 0.012
H -3.63559 -1.13202 1.63164 0.000
H -2.91956 0.28479 2.47017 0.001
H -3.50554 -1.10225 3.39892 0.001
C -0.63189 -0.29186 4.50747 0.001
H -1.33706 0.54328 4.39304 0.001
H 0.35892 0.11794 4.77507 0.000
H -0.97112 -0.88884 5.37103 0.000
C 1.75975 -2.21252 3.86589 0.008
H 1.60145 -2.80054 4.78175 0.001
H 2.13158 -1.23056 4.18714 0.001
H 2.56342 -2.70194 3.29905 0.000
C 0.90214 -4.12486 1.54261 0.024
H 1.07747 -4.86694 2.33957 0.004
H 1.88693 -3.76847 1.22089 0.004
H 0.42457 -4.64997 0.70561 0.000
C -2.07350 -3.41815 0.67552 -0.007
H -2.39273 -4.35335 1.17824 -0.003
H -1.51677 -3.71827 -0.22258 -0.001
H -2.98563 -2.90977 0.34974 0.000
C -2.41203 2.83917 -0.84327 0.012
C -3.45136 1.99609 -0.75375 0.017
C -3.40525 0.49846 -0.81149 0.005
C -2.25968 -0.14097 -1.60001 0.039
C -0.94340 -0.32884 -0.93985 -0.038
C 0.02282 0.64852 -0.62851 -0.002
C -0.03873 2.13418 -0.63133 0.009
C -1.12329 2.68597 -1.56250 0.143
H -4.32450 0.13284 -1.29948 0.000
H -2.14708 0.44091 -2.54262 0.021
H -3.43891 0.10077 0.20837 0.001
H -1.18068 1.97983 -2.45812 0.059
H -2.53836 3.85250 -0.46439 0.004
H -4.44394 2.37931 -0.46465 0.000
H -0.75986 3.64447 -1.95169 0.003
H -0.18887 2.49825 0.39613 0.002
H 1.05042 0.24249 -0.37557 -0.001
H 0.92669 2.56058 -0.95443 -0.001
H -2.58839 -1.13260 -1.95391 0.000
H -0.56387 -1.38465 -1.00215 -0.004
P -1.00097 1.22998 -4.08172 0.431
C -0.98681 2.86870 -4.87174 0.037
C -2.25752 0.34412 -5.03881 0.064
P 1.05062 -0.86853 -2.87674 0.009
C 0.65496 0.51805 -4.09755 0.068
C 0.31527 -2.21811 -3.90223 0.002
C 2.76132 -1.07361 -3.50086 -0.001
H -0.03619 3.38453 -4.69223 0.000
H -1.80329 3.46861 -4.44140 0.003
H -1.15412 2.75860 -5.94976 0.010
H -2.24944 0.72249 -6.07120 0.014
H -3.24227 0.56306 -4.60686 0.004
H -2.10896 -0.74168 -5.02626 0.001
H 2.79737 -0.78767 -4.56398 0.000
H 3.06553 -2.11217 -3.37386 0.000
H 3.43775 -0.42833 -2.93457 0.000
H 1.39648 1.32002 -3.91692 0.000
H 0.77923 0.13688 -5.13410 0.018
H 0.93909 -3.10636 -3.74563 0.000
H 0.31881 -1.94214 -4.97188 0.001
H -0.70521 -2.45266 -3.57698 0.000
C 5.15586 1.22554 2.70579 0.003
C 4.63788 0.09878 2.03839 -0.002
C 3.26761 -0.03278 1.85047 0.017
C 2.37917 0.96989 2.29178 0.001
C 0.96210 0.86341 2.10736 -0.001
C 0.11208 1.88174 2.55400 -0.012
C 0.64171 3.03783 3.16202 0.000
C 2.00458 3.15522 3.36835 -0.013
C 2.90359 2.14140 2.95481 0.001
C 4.30035 2.21328 3.17343 -0.003
H 6.22768 1.31555 2.85830 0.000
H 5.30900 -0.67627 1.66510 0.000
H 2.86469 -0.93752 1.35355 0.011
H -0.96976 1.79998 2.38559 0.001
H -0.05160 3.81996 3.47170 0.000
H 2.40042 4.04007 3.87428 -0.001
H 4.68424 3.08347 3.70664 0.000

=====

Entry 2:
88
Properties=species:S:1:pos:R:3:lowdin_spin:R:1 method="wB97M-V/def2-TZVPD" spin_multiplicity=4 largest_force_ha_per_bohr=0.09591 e_lumo_ev="-6.88 / -7.78" e_above_lowest_ev=2.584 homo_lumo_gap_ev="6.16 / 6.44" charge=+2
C 1.82844 4.08348 -2.90277 -0.008
C 0.89308 3.25311 -3.55587 -0.001
C 0.37127 3.68314 -4.78093 -0.012
C 0.54137 5.01681 -5.15938 0.002
N 1.29406 5.85243 -4.44381 -0.011
C 1.96276 5.40350 -3.38343 0.003
C 0.26903 2.07886 -2.99376 -0.039
C -0.90708 1.42536 -3.30748 0.113
C -2.07491 1.31800 -4.09023 0.163
C -2.13590 0.69540 -5.40891 0.026
C -3.23581 -0.03269 -5.69966 0.107
C -4.13924 -0.48224 -4.59985 0.009
C -4.42702 0.63707 -3.60287 0.070
C -3.28898 1.51945 -3.42307 0.491
V -0.10773 0.71544 -1.78023 1.754
P 2.16949 0.49116 -1.47988 0.005
H -0.21224 3.01213 -5.40255 -0.001
H 2.39095 3.73288 -2.03727 -0.001
H 0.00454 5.38904 -6.03772 0.000
H 2.61063 6.10388 -2.84746 0.000
H -3.37909 2.41481 -2.80749 0.018
H -1.27158 0.72227 -6.07569 0.000
H -5.26538 1.26068 -3.93991 0.028
H -3.40984 -0.41439 -6.71355 0.004
C 1.80837 -0.81572 -0.20218 -0.001
C 2.47406 -2.15472 -0.49182 -0.001
H 0.71050 -0.95284 -0.12449 0.002
H 2.11175 -0.40182 0.77034 0.000
H 2.26373 -2.84007 0.33797 0.000
H 2.06994 -2.61583 -1.40218 0.000
H 3.55908 -2.05869 -0.60138 0.000
C 2.75633 -0.21923 -3.07187 0.008
C 3.43781 0.79885 -3.99202 0.001
H 1.90093 -0.63889 -3.62433 0.001
H 3.41145 -1.06326 -2.81868 0.000
H 3.78132 0.26821 -4.88724 0.000
H 2.72545 1.56701 -4.32007 0.000
H 4.31109 1.28211 -3.54102 0.000
C 3.66302 1.33808 -0.82514 0.004
C 4.80156 0.38570 -0.41429 -0.001
H 3.34610 1.95046 0.03621 0.000
H 4.01994 2.03809 -1.59922 0.000
H 5.63382 0.98281 -0.01306 0.000
H 4.49843 -0.32046 0.37131 0.000
H 5.19499 -0.18099 -1.27322 0.000
Br -5.40774 -0.41406 -2.19182 0.082
P -2.00732 -1.12119 -2.51785 0.017
C -0.45417 -1.38706 -3.43502 0.033
C 0.05965 -2.77908 -3.86408 0.006
H 0.32121 -0.90780 -2.73733 0.010
H -0.54385 -0.78411 -4.34935 0.002
H 0.86919 -2.60674 -4.59841 0.000
H 0.47939 -3.35804 -3.02319 0.000
H -0.72128 -3.36065 -4.37097 0.001
C -2.15781 -2.69358 -1.46009 0.004
C -3.32130 -3.72220 -1.48541 0.001
H -2.14571 -2.29783 -0.42473 0.000
H -1.21560 -3.26145 -1.57434 0.000
H -3.01608 -4.60505 -0.89351 0.000
H -4.23663 -3.33797 -1.00678 0.001
H -3.55455 -4.11058 -2.48632 0.000
C -3.33872 -1.66726 -3.92184 0.015
C -2.94713 -2.71308 -4.93208 0.003
H -5.08550 -0.79414 -5.06208 0.002
H -4.04540 -2.12990 -3.22784 0.001
H -3.84874 -3.03042 -5.48366 0.000
H -2.20613 -2.40522 -5.69265 0.001
H -2.56939 -3.61038 -4.44076 0.000
C -1.99752 2.10350 0.10234 0.036
P -0.16801 2.15388 0.13198 0.031
C 0.16186 3.92352 0.49961 -0.002
C 0.34325 1.40339 1.74654 0.005
C -0.46814 0.42470 2.34288 0.001
C 0.03800 -0.36645 3.37856 0.000
C 1.33632 -0.16045 3.85292 0.000
C 2.12677 0.85492 3.30738 0.001
C 1.62099 1.66553 2.28574 0.000
H -2.35150 3.09063 -0.22276 0.001
H -2.37300 1.90017 1.11089 0.003
H -2.39138 1.35193 -0.60030 0.009
H -0.78576 4.42781 0.73916 0.000
H 0.82578 4.03816 1.36778 0.000
H 0.62400 4.40633 -0.37029 0.000
H -1.49503 0.27231 2.00728 0.000
H -0.59096 -1.14837 3.81025 0.000
H 1.72756 -0.78662 4.66054 0.000
H 3.14167 1.01752 3.67737 0.000
H 2.22073 2.49890 1.91798 0.000

=====

Entry 3:
113
Properties=species:S:1:pos:R:3:mulliken_charge:R:1 method="wB97M-V/def2-TZVPD" largest_force_ha_per_bohr=0.10060 e_lumo_ev=-4.32 homo_lumo_gap_ev=7.39 charge=+1
C -3.79549 -3.69473 3.07890 -0.903
C -2.82198 -3.22779 4.35287 0.282
F -3.56020 -2.24593 5.18055 -0.366
C -1.38159 -2.67111 3.75972 0.894
C -0.62571 -1.58617 4.72898 -0.511
N 0.63254 -2.13176 5.41415 -0.377
C 0.31088 -3.62720 5.61257 0.292
N -0.12763 -4.09796 6.83032 -0.327
N 0.46877 -4.48937 4.35384 -0.276
C -0.38367 -3.90986 3.24546 0.025
H -4.90930 -3.65904 3.47436 0.382
H -3.68603 -2.86336 2.23812 0.133
H -3.50902 -4.77265 2.68088 0.264
H -2.69682 -4.20578 5.01471 0.103
H -1.65912 -2.08410 2.75803 -0.293
H -1.29130 -1.12038 5.57123 0.336
H -0.28872 -0.68464 4.02928 0.111
H 0.73981 -1.69914 6.37704 0.344
H -0.59318 -5.05322 6.83090 0.280
H -0.04286 -3.50220 7.70487 0.272
H 0.04060 -5.44240 4.54320 0.414
H 0.23002 -3.52795 2.30980 -0.240
H -1.12453 -4.76092 2.87202 0.372
C 1.78905 -1.53330 -1.24019 -0.295
C 1.64151 -2.79385 -0.45137 -0.240
O 0.81742 -2.40564 0.63134 -0.367
C 0.11650 -1.30768 0.22287 0.381
O -0.80997 -0.81227 0.84248 -0.591
O 0.58682 -0.83746 -0.96926 -0.012
H 1.89425 -1.72266 -2.31197 0.092
H 2.63385 -0.92444 -0.90156 0.331
H 1.13488 -3.58360 -1.01611 0.181
H 2.60140 -3.17421 -0.09137 0.387
C 6.02348 -4.06914 -2.62095 -0.387
C 4.58573 -4.45269 -2.75784 -0.412
O 3.90408 -3.39825 -2.10544 -0.183
C 4.73209 -2.31322 -2.13318 0.588
O 4.39971 -1.18479 -1.81091 -0.527
O 5.97951 -2.65551 -2.56935 -0.356
H 6.62717 -4.40755 -3.46752 0.331
H 6.46962 -4.44298 -1.69343 0.269
H 4.26083 -4.49076 -3.80297 0.285
H 4.36368 -5.41156 -2.28147 0.315
C 0.90275 2.51922 -0.06899 0.289
C 1.39430 2.40343 1.33741 -0.086
O 2.77873 2.67181 1.22140 -0.362
C 2.94645 3.40739 0.08366 0.609
O 3.98850 3.95551 -0.23474 -0.587
O 1.79621 3.45028 -0.65022 -0.332
H -0.12645 2.88476 -0.12164 0.286
H 0.97302 1.57313 -0.61585 -0.185
H 0.94372 3.14942 2.00056 0.321
H 1.22597 1.40755 1.75638 0.041
C -4.32076 0.55948 -0.24511 -0.278
C -3.60189 -0.14504 -1.34958 0.831
O -4.04505 0.53211 -2.51027 -0.344
C -4.44950 1.77457 -2.11483 0.685
O -4.73209 2.68246 -2.87875 -0.583
O -4.49540 1.86858 -0.75375 -0.367
H -3.74256 0.57806 0.68278 0.267
H -5.30516 0.12472 -0.04261 0.301
H -2.51432 -0.04171 -1.27332 -0.391
H -3.85531 -1.20755 -1.39977 -0.141
C -8.17260 3.36758 -1.80870 0.121
C -9.14996 2.91127 -2.84288 -0.354
O -9.84033 1.85890 -2.19633 -0.319
C -9.72116 2.07224 -0.85323 0.643
O -10.33572 1.45363 -0.00040 -0.553
O -8.82577 3.06831 -0.58938 -0.323
H -7.95850 4.43740 -1.88137 0.324
H -7.22982 2.81213 -1.85025 -0.129
H -9.86846 3.69246 -3.11268 0.263
H -8.65775 2.55214 -3.75086 0.305
C 6.64912 5.44770 -0.73454 0.199
C 7.14805 4.17023 -1.32793 -0.286
O 8.38063 4.54327 -1.91419 -0.326
C 8.80989 5.66100 -1.25839 0.571
O 9.91763 6.15417 -1.39030 -0.555
O 7.83861 6.15383 -0.43547 -0.306
H 6.05783 5.28350 0.17047 -0.062
H 6.05794 6.03576 -1.44432 0.220
H 7.33492 3.40210 -0.57007 0.274
H 6.46611 3.76729 -2.08176 0.288
C -4.63400 -4.38163 -1.58552 -0.341
C -4.13506 -5.65911 -2.17891 -0.464
O -2.90248 -5.28606 -2.76517 -0.311
C -2.47322 -4.16833 -2.10936 0.452
O -1.36549 -3.67517 -2.24128 -0.483
O -3.44451 -3.67550 -1.28645 -0.052
H -5.22529 -4.54584 -0.68051 0.336
H -5.22518 -3.79357 -2.29530 0.281
H -3.94819 -6.42723 -1.42104 0.278
H -4.81700 -6.06204 -2.93274 0.320
C 5.41962 7.85206 2.55007 -0.169
C 5.27208 6.59151 3.33889 -0.122
O 4.44799 6.97972 4.42161 -0.346
C 3.74707 8.07768 4.01313 0.627
O 2.82060 8.57309 4.63274 -0.546
O 4.21739 8.54790 2.82100 -0.327
H 5.52482 7.66271 1.47829 0.194
H 6.26442 8.46092 2.88871 0.263
H 4.76545 5.80177 2.77416 0.096
H 6.23197 6.21116 3.69889 0.328
C -1.29885 -1.34474 -5.17012 -0.155
C -0.87566 -0.20796 -4.29741 0.338
O 0.50114 -0.45579 -4.08500 -0.221
C 0.93114 -1.22598 -5.12690 0.647
O 2.10091 -1.48604 -5.35429 -0.575
O -0.11811 -1.66599 -5.88117 -0.352
H -2.10164 -1.06527 -5.85791 0.352
H -1.61324 -2.22060 -4.59296 0.030
H -0.98822 0.76287 -4.79149 0.287
H -1.41735 -0.18837 -3.34775 -0.339

=====

Entry 4:
93
Properties=species:S:1:pos:R:3:lowdin_spin:R:1 method="wB97M-V/def2-TZVPD" spin_multiplicity=2 largest_force_ha_per_bohr=0.02183 e_lumo_ev="2.43 / 1.68" e_above_lowest_ev=0.480 homo_lumo_gap_ev="7.00 / 6.53" charge=-1
Tl 0.24162 -1.27510 -3.18400 0.026
C -2.11278 -5.60210 -1.64840 0.000
C -1.37238 -5.02830 -0.42540 0.000
C -2.38408 -4.54460 0.62010 0.000
C -0.47888 -6.11710 0.17480 0.000
N -0.47318 -3.92530 -0.74450 0.000
N -1.01048 -2.79690 -1.41710 0.002
H -2.62248 -6.52520 -1.37210 0.000
H -1.40328 -5.81110 -2.44870 0.000
H -2.86268 -4.90440 -2.02170 0.000
H -2.98858 -5.37530 0.97920 0.000
H -3.05228 -3.79700 0.19590 0.000
H -1.85048 -4.10570 1.46040 0.000
H -1.07408 -6.94220 0.56110 0.000
H 0.10812 -5.69140 0.98290 0.000
H 0.20602 -6.49510 -0.58160 0.000
H 0.32792 -4.25840 -1.27920 0.000
H -1.30728 -2.10030 -0.73560 0.001
H -1.81198 -3.01560 -2.01550 0.000
C 4.06182 -1.27070 -4.50490 0.001
C 5.00142 -0.96470 -3.34340 0.000
C 5.00852 0.53200 -3.04200 0.000
O 4.73592 -1.71060 -2.17150 0.000
P 3.27742 -2.00200 -1.47590 0.000
S 2.41722 -3.54440 -2.37880 0.005
S 2.25782 -0.28600 -1.18970 0.001
O 3.80592 -2.59380 -0.07880 0.000
C 4.76842 -2.08510 0.83740 0.000
C 6.16192 -2.52830 0.40320 0.000
C 4.69802 -0.57830 1.04120 0.000
H 4.44112 -0.77260 -5.39670 0.000
H 3.06342 -0.89200 -4.28710 0.001
H 3.99542 -2.34290 -4.67980 0.000
H 6.02132 -1.27750 -3.62300 0.000
H 4.01892 0.83550 -2.70520 0.000
H 5.27632 1.08200 -3.94120 0.000
H 5.72912 0.75330 -2.25700 0.000
H 4.51292 -2.57710 1.78840 0.000
H 6.44722 -2.00070 -0.50060 0.000
H 6.15142 -3.59280 0.18110 0.000
H 6.88912 -2.32420 1.18630 0.000
H 4.89872 -0.06280 0.10580 0.000
H 5.43702 -0.27710 1.78380 0.000
H 3.70932 -0.28580 1.38660 0.000
C 1.74432 4.61110 5.43030 0.000
C 1.11882 3.91020 4.25860 -0.003
C 0.65542 2.60870 4.36070 0.006
C 0.09642 1.95200 3.27300 0.016
C -0.38008 0.53990 3.44190 0.007
C -0.01808 2.59480 2.03810 0.107
Te -0.49498 1.25760 0.20440 0.230
N -1.10988 0.36200 -1.66190 0.439
C -2.13418 0.41480 -2.46260 0.042
O -2.38588 -0.53010 -3.26120 0.047
C -3.05458 1.59960 -2.46210 0.010
C -4.39258 1.40630 -2.78190 0.002
C -5.26998 2.47200 -2.78520 0.001
C -4.81278 3.74570 -2.48710 -0.002
C -3.46948 3.95420 -2.21410 0.000
C -2.59288 2.88300 -2.20070 -0.001
C -2.49698 1.02660 0.90900 0.007
C -2.97388 -0.27410 0.94990 0.002
C -4.25558 -0.56230 1.37100 -0.001
C -5.07608 0.46730 1.79320 0.002
C -4.61238 1.76690 1.75250 0.000
C -3.33258 2.06850 1.30480 0.003
C -2.90428 3.49730 1.23980 0.003
C 0.44862 3.90340 1.93720 0.005
C 0.36082 4.66330 0.64530 0.013
C 0.99572 4.55180 3.03770 0.003
H 1.82772 3.94060 6.28410 0.000
H 1.14652 5.47420 5.72810 0.000
H 2.74182 4.96700 5.16980 0.000
H 0.74642 2.08210 5.30370 0.001
H -0.13468 0.16190 4.43390 0.000
H 0.08182 -0.10600 2.69310 0.004
H -1.46078 0.48530 3.30180 0.000
H -4.71918 0.40720 -3.03300 0.000
H -6.31368 2.31020 -3.02580 0.000
H -5.50268 4.58110 -2.47700 0.000
H -3.10548 4.95430 -2.01200 0.000
H -1.53838 3.03820 -2.00930 0.002
H -2.31948 -1.07670 0.64060 0.000
H -4.61478 -1.58090 1.36620 0.000
H -6.07498 0.26270 2.14930 0.000
H -5.26308 2.57600 2.05420 0.000
H -3.77288 4.14760 1.15290 0.000
H -2.25718 3.64240 0.37950 0.003
H -2.34858 3.77700 2.13510 0.000
H 0.14992 3.97960 -0.17940 0.014
H 1.29782 5.18080 0.44050 0.000
H -0.43208 5.41270 0.70110 0.000
H 1.34812 5.56950 2.93290 0.000